No. 1
The following is a DFT calculation (wB97M-V/def2-TZVPD) of 2 unconnected molecules or ions with the total composition C7H14O.

Results
energy relative to the best compared isomer or geometry (same formula, charge and spin) = 16.0 kcal per mole
HOMO = -9.300 eV
net charge = 0
structure (SMILES) = C=C(C)C.CC(C)=O
energy = -350.3340 Eh
M = 114.2 Da
orbital gap = 10.2 eV

Element x y z (Å)
C1 -1.47 0.29 1.04
C2 -1.15 -0.94 0.64
C3 -1.68 -1.54 -0.63
C4 -0.24 -1.83 1.43
H1 -2.13 0.91 0.47
H2 -1.07 0.71 1.95
H3 -0.87 -1.57 -1.37
H4 -2.49 -0.94 -1.03
H5 -2.03 -2.56 -0.45
H6 0.51 -2.28 0.78
H7 0.25 -1.29 2.23
H8 -0.82 -2.65 1.88
C5 0.59 2.34 -1.07
C6 1.11 0.93 -1.14
C7 2.15 0.60 -0.09
O1 0.74 0.14 -1.97
H9 -0.26 2.46 -1.75
H10 1.38 3.03 -1.36
H11 0.28 2.59 -0.05
H12 3.00 1.28 -0.20
H13 2.49 -0.43 -0.21
H14 1.72 0.73 0.90

=====

No. 2
The following is a DFT calculation (wB97M-V/def2-TZVPD) of a single C7H14O molecule.

Results
energy relative to the best compared isomer or geometry (same formula, charge and spin) = 44.0 kcal per mole
HOMO = -8.953 eV
net charge = 0
structure (SMILES) = C=C(C)CCCCO
energy = -350.2893 Eh
M = 114.2 Da
orbital gap = 9.8 eV

Element x y z (Å)
C1 0.46 -2.49 1.92
C2 0.93 -1.61 1.04
C3 2.40 -1.66 0.75
C4 0.02 -0.78 0.16
C5 0.57 0.62 -0.13
C6 -0.54 1.70 -0.27
C7 -1.69 1.27 -1.18
O1 -1.95 2.55 -1.88
H1 -0.53 -2.35 2.32
H2 0.92 -3.41 2.22
H3 2.58 -2.03 -0.29
H4 2.95 -0.71 0.74
H5 2.95 -2.33 1.42
H6 -0.96 -0.69 0.64
H7 -0.02 -1.45 -0.70
H8 1.08 0.68 -1.10
H9 1.26 1.00 0.63
H10 -0.09 2.61 -0.67
H11 -0.85 1.98 0.76
H12 -2.60 1.13 -0.56
H13 -1.61 0.52 -1.96
H14 -2.77 2.43 -2.36

=====

No. 3
The following is a DFT calculation (wB97M-V/def2-TZVPD) of a single C7H14O molecule.

Results
energy relative to the best compared isomer or geometry (same formula, charge and spin) = 23.9 kcal per mole
HOMO = -9.872 eV
net charge = 0
structure (SMILES) = CC[C@@H]1CC[C@]1(C)O
energy = -350.3214 Eh
M = 114.2 Da
orbital gap = 10.8 eV

Element x y z (Å)
C1 2.15 -0.57 -1.60
C2 0.86 -1.08 -0.98
C3 0.45 -0.20 0.21
C4 0.04 -0.93 1.51
C5 -0.96 0.22 1.76
C6 -1.00 0.41 0.22
C7 -1.07 1.85 -0.27
O1 -2.02 -0.37 -0.45
H1 2.05 0.47 -1.92
H2 2.42 -1.18 -2.46
H3 2.97 -0.62 -0.87
H4 1.00 -2.12 -0.66
H5 0.08 -1.08 -1.75
H6 1.22 0.56 0.42
H7 0.83 -1.05 2.26
H8 -0.45 -1.91 1.36
H9 -1.90 -0.07 2.23
H10 -0.53 1.06 2.31
H11 -0.28 2.46 0.16
H12 -2.03 2.30 -0.01
H13 -0.96 1.89 -1.36
H14 -2.86 -0.02 -0.12

=====

No. 4
The following is a DFT calculation (wB97M-V/def2-TZVPD) of a single C7H14O2 molecule.

Results
energy relative to the best compared isomer or geometry (same formula, charge and spin) = 33.3 kcal per mole
HOMO = -9.129 eV
net charge = 0
structure (SMILES) = C[C@H](CO)C(C)(C)C=O
energy = -425.5522 Eh
M = 130.2 Da
orbital gap = 9.8 eV

Element x y z (Å)
C1 -0.44 2.09 0.17
C2 0.44 0.85 0.05
C3 0.66 0.68 -1.59
O1 1.24 -0.50 -2.08
C4 -0.08 -0.58 0.51
C5 1.01 -1.65 0.61
C6 -1.35 -1.10 -0.16
C7 -0.36 -0.05 1.92
O2 -1.50 0.15 2.36
H1 -0.06 2.92 -0.44
H2 -0.46 2.46 1.20
H3 -1.47 1.89 -0.14
H4 1.45 1.03 0.44
H5 -0.31 0.84 -2.08
H6 1.33 1.50 -1.86
H7 0.55 -1.02 -2.51
H8 0.69 -2.44 1.30
H9 1.25 -2.10 -0.35
H10 1.94 -1.24 1.02
H11 -2.07 -0.30 -0.34
H12 -1.84 -1.82 0.50
H13 -1.13 -1.57 -1.12
H14 0.51 -0.04 2.59